C43H51F13N3O27 | ωB97M-V with the def2-TZVPD basis set

total charge = +1
orbital gap = 8.517 eV
HOMO level = -12.1 eV
F_max = 5.42 eV Å⁻¹
total energy = -5162.661841 Ha

Structure (XYZ):
```
137
C43H51F13N3O27 ωB97M-V with the def2-TZVPD basis set
C 6.025 -3.706 0.921
C 5.260 -4.065 -0.434
O 5.220 -5.288 -0.749
O 4.660 -3.134 -1.324
C 3.865 -2.140 -0.608
C 2.421 -1.934 -1.339
C 1.819 -0.465 -1.208
N 0.820 -0.207 -0.060
C 1.732 -0.267 1.176
C 1.068 0.201 2.542
C 2.283 0.226 3.650
N 2.887 1.605 3.512
N 0.314 1.061 -0.268
C 1.143 2.263 -0.108
C -0.688 1.345 -1.268
C -1.775 2.503 -0.884
O -0.867 0.906 -2.424
C -0.248 -1.248 0.036
F -0.654 -1.763 -1.251
F 0.164 -2.471 0.709
C -1.583 -0.939 0.813
C -2.619 -2.135 0.794
C -3.998 -2.001 1.481
C -4.450 -0.716 2.229
C -3.413 0.448 2.296
C -3.822 1.762 3.098
F -4.994 1.388 3.890
F -4.040 2.917 2.272
F -2.781 1.983 4.063
C -2.050 0.287 1.592
H 7.039 -4.213 1.034
H 5.366 -4.108 1.780
H 6.064 -2.565 1.085
H 3.601 -2.623 0.412
H 4.404 -1.151 -0.443
H 2.717 -2.040 -2.459
H 1.712 -2.806 -1.173
H 1.392 -0.206 -2.236
H 2.746 0.219 -1.116
H 2.698 0.355 1.050
H 2.161 -1.308 1.363
H 0.275 -0.526 2.950
H 0.645 1.266 2.550
H 3.105 -0.516 3.374
H 1.871 0.096 4.709
H 2.310 2.313 3.981
H 3.865 1.615 3.826
H 2.275 2.152 -0.141
H 0.907 2.742 0.920
H 0.907 3.101 -0.869
H -1.500 3.021 0.110
H -2.782 1.987 -0.700
H -1.839 3.295 -1.713
H -2.383 -3.120 0.261
H -4.712 -2.888 1.405
H -5.487 -0.688 2.690
H -1.315 1.171 1.648
C -1.709 -2.983 4.722
C -0.226 -2.871 4.561
O 0.276 -3.657 5.619
C -0.672 -4.614 5.842
O -0.484 -5.610 6.471
O -1.858 -4.293 5.250
F 0.189 -1.589 4.741
H -2.112 -2.257 5.433
H -2.241 -2.879 3.774
H 0.154 -3.252 3.608
C -1.191 -6.173 1.415
C -1.618 -7.318 2.277
O -2.720 -6.789 2.990
C -3.267 -5.853 2.169
O -4.357 -5.387 2.309
O -2.423 -5.511 1.158
F -0.650 -7.647 3.162
H -0.511 -5.488 1.930
H -0.721 -6.502 0.487
H -1.931 -8.207 1.723
C 6.733 2.550 -0.196
C 5.488 2.063 -0.864
O 5.134 0.928 -0.099
C 5.608 1.173 1.155
O 5.264 0.567 2.127
O 6.506 2.194 1.164
F 5.733 1.665 -2.130
H 7.633 2.044 -0.558
H 6.870 3.627 -0.303
H 4.663 2.782 -0.857
C -7.069 2.004 1.445
C -8.511 2.391 1.345
O -8.797 2.226 -0.029
C -7.961 1.241 -0.456
O -8.095 0.644 -1.486
O -6.956 1.011 0.433
F -8.687 3.693 1.668
H -6.391 2.832 1.219
H -6.810 1.598 2.423
H -9.187 1.768 1.938
C -8.236 2.667 -3.676
C -9.283 2.386 -4.704
O -9.019 3.350 -5.706
C -7.682 3.594 -5.631
O -7.048 4.145 -6.485
O -7.148 3.127 -4.468
F -10.523 2.606 -4.209
H -8.533 3.454 -2.976
H -7.960 1.779 -3.108
H -9.230 1.382 -5.137
C -4.498 5.849 -6.376
C -3.454 6.289 -5.401
O -2.576 7.061 -6.193
C -3.349 7.583 -7.189
O -3.018 8.493 -7.889
O -4.549 6.944 -7.282
F -2.768 5.227 -4.907
H -4.215 4.943 -6.917
H -5.466 5.686 -5.904
H -3.837 6.899 -4.576
C 4.338 2.350 -6.494
C 5.176 1.312 -5.819
O 4.749 1.380 -4.473
C 3.453 1.789 -4.524
O 2.684 1.702 -3.606
O 3.132 2.301 -5.742
F 6.488 1.636 -5.872
H 4.769 3.353 -6.423
H 4.156 2.121 -7.545
H 5.030 0.297 -6.201
C 9.008 -3.459 4.970
C 7.943 -3.751 3.962
O 8.179 -2.787 2.954
C 9.519 -2.533 3.004
O 10.129 -1.981 2.137
O 10.076 -2.993 4.158
F 6.709 -3.538 4.480
H 8.718 -2.673 5.674
H 9.301 -4.345 5.535
H 7.996 -4.755 3.530
```

C43H52BNO20P | ωB97M-V with the def2-TZVPD basis set

total charge = -1
orbital gap = 3.606 eV
HOMO level = -4.0 eV
F_max = 3.08 eV Å⁻¹
total energy = -3595.236128 Ha

Structure (XYZ):
```
118
C43H52BNO20P ωB97M-V with the def2-TZVPD basis set
C -4.620 4.489 -3.088
C -3.389 4.687 -4.155
C -1.926 5.010 -3.432
C -1.992 6.203 -2.308
C -0.530 6.576 -1.636
C 0.428 5.249 -1.366
C -0.404 4.276 -0.294
C 0.603 3.266 0.515
C 0.825 1.797 -0.225
C 1.155 0.726 0.977
C 1.464 -0.802 0.474
C 0.088 -1.647 0.038
C 0.411 -2.972 -0.872
B 0.581 -4.374 -0.029
P -0.940 -5.561 -0.130
N -0.793 -6.698 1.050
H -4.653 5.312 -2.233
H -4.609 3.384 -2.641
H -5.628 4.564 -3.710
H -3.597 5.570 -4.922
H -3.247 3.648 -4.716
H -1.173 5.379 -4.276
H -1.455 4.000 -3.010
H -2.704 5.894 -1.418
H -2.378 7.178 -2.878
H -0.766 7.057 -0.577
H -0.014 7.394 -2.295
H 1.458 5.605 -0.920
H 0.666 4.640 -2.348
H -1.323 3.763 -0.805
H -0.838 5.035 0.519
H 1.645 3.781 0.642
H 0.148 3.064 1.588
H 1.803 1.890 -0.902
H -0.053 1.487 -0.934
H 2.132 1.128 1.525
H 0.270 0.796 1.746
H 1.874 -1.389 1.431
H 2.322 -0.893 -0.331
H -0.593 -1.854 0.978
H -0.532 -0.904 -0.655
H -0.474 -3.089 -1.646
H 1.403 -2.809 -1.496
H 1.495 -4.958 -0.534
H 0.881 -4.230 1.107
H -1.016 -6.291 -1.378
H -2.207 -4.894 0.116
H 0.089 -6.516 1.580
C 4.360 2.975 3.460
C 4.853 3.642 4.505
C 5.384 5.026 4.359
O 5.814 5.621 5.341
C 5.375 5.629 3.017
C 4.884 4.961 1.972
C 4.328 3.588 2.123
O 3.867 3.005 1.147
O 4.874 5.521 0.707
O 4.889 3.072 5.764
H 3.969 1.970 3.553
H 5.780 6.629 2.921
H 4.469 4.842 0.124
H 5.289 3.753 6.348
C -5.583 0.619 -2.003
C -4.490 0.293 -1.310
C -4.564 -0.612 -0.130
O -3.540 -0.908 0.476
C -5.886 -1.117 0.270
C -6.979 -0.789 -0.421
C -6.902 0.094 -1.618
O -7.922 0.363 -2.243
O -8.226 -1.258 -0.050
O -3.248 0.785 -1.665
H -5.544 1.274 -2.865
H -5.928 -1.760 1.140
H -8.853 -0.882 -0.706
H -2.620 0.404 -1.013
C -4.033 -1.615 5.326
C -3.623 -1.521 4.060
C -2.194 -1.268 3.726
O -1.844 -1.206 2.553
C -1.246 -1.097 4.838
C -1.657 -1.188 6.105
C -3.081 -1.467 6.437
O -3.425 -1.563 7.611
O -0.772 -1.025 7.155
O -4.513 -1.656 3.010
H -5.068 -1.800 5.583
H -0.214 -0.896 4.582
H -1.310 -1.137 7.969
H -3.974 -1.549 2.196
C 1.473 0.951 -6.847
C 2.634 1.550 -6.574
C 3.011 1.908 -5.179
O 4.093 2.441 -4.958
C 2.050 1.606 -4.106
C 0.888 1.010 -4.379
C 0.523 0.628 -5.771
O -0.544 0.065 -5.988
O -0.021 0.726 -3.376
O 3.530 1.860 -7.581
H 1.187 0.684 -7.856
H 2.329 1.888 -3.099
H -0.780 0.295 -3.827
H 4.292 2.286 -7.130
C 3.415 -10.393 0.825
C 2.592 -9.344 0.882
C 3.022 -8.056 1.493
O 2.251 -7.103 1.514
C 4.378 -7.981 2.061
C 5.199 -9.031 2.007
C 4.778 -10.310 1.371
O 5.562 -11.252 1.320
O 6.473 -8.968 2.540
O 1.308 -9.415 0.373
H 3.116 -11.334 0.381
H 4.671 -7.045 2.518
H 6.869 -9.852 2.375
H 0.915 -8.530 0.533
```

C43H52FN4O3P2RuS | ωB97M-V with the def2-TZVPD basis set

total charge = +1
orbital gap (spin up / spin down) = 7.472 / 5.288 eV
2S+1 = 5
HOMO level (spin up / spin down) = -9.8 / -10.3 eV
F_max = 0.48 eV Å⁻¹
total energy = -3390.029557 Ha

Structure (XYZ):
```
107
C43H52FN4O3P2RuS ωB97M-V with the def2-TZVPD basis set
Ru -0.071 -0.470 -0.651
C -1.951 3.699 -2.311
C -1.919 2.252 -2.789
C -3.165 1.501 -2.328
P -0.387 1.318 -2.374
C 1.089 2.303 -2.846
C 1.170 2.597 -4.341
C 2.372 1.659 -2.326
C -0.416 0.050 -3.774
C -1.107 0.121 -4.979
C -1.028 -0.888 -5.925
C -0.266 -2.031 -5.674
C 0.427 -2.146 -4.497
C 0.361 -1.111 -3.531
N 0.953 -1.238 -2.301
C 1.978 -2.190 -2.133
C 3.045 -2.298 -3.027
C 3.986 -3.293 -2.839
C 3.863 -4.191 -1.783
C 2.819 -4.060 -0.880
C 1.883 -3.043 -1.030
P 0.531 -2.652 0.128
C 1.307 -2.920 1.772
C 0.357 -2.500 2.890
C 2.677 -2.245 1.875
C -0.737 -3.973 -0.107
C -0.480 -5.266 0.665
C -0.875 -4.272 -1.601
H -2.808 4.190 -2.776
H -1.055 4.258 -2.574
H -2.068 3.759 -1.232
H -1.919 2.281 -3.880
H -3.160 1.384 -1.242
H -3.243 0.515 -2.784
H -4.051 2.074 -2.606
H 0.937 3.246 -2.313
H 1.387 1.700 -4.923
H 1.977 3.310 -4.519
H 0.252 3.044 -4.727
H 2.601 0.741 -2.870
H 2.312 1.427 -1.259
H 3.208 2.345 -2.471
H -1.696 0.992 -5.224
H -1.556 -0.785 -6.863
H -0.238 -2.835 -6.396
H 0.971 -3.052 -4.275
H 3.130 -1.600 -3.849
H 4.821 -3.375 -3.522
H 4.592 -4.977 -1.653
H 2.748 -4.745 -0.044
H 1.451 -4.004 1.834
H 0.163 -1.430 2.855
H 0.806 -2.742 3.854
H -0.608 -3.006 2.828
H 2.622 -1.194 1.588
H 3.425 -2.728 1.251
H 3.025 -2.311 2.908
H -1.666 -3.523 0.257
H 0.467 -5.724 0.376
H -1.268 -5.981 0.429
H -0.481 -5.121 1.744
H -0.044 -4.891 -1.941
H -0.892 -3.366 -2.208
H -1.799 -4.819 -1.785
C 1.648 5.847 4.490
C 0.357 5.043 4.511
C -0.104 4.651 5.907
C 0.912 3.730 6.564
C 1.282 2.591 5.651
C 1.855 1.449 6.163
C 2.186 0.396 5.317
F 2.757 -0.699 5.853
C 1.931 0.432 3.979
C 1.331 1.568 3.426
C 1.016 1.591 1.990
O 1.263 0.598 1.265
C 0.488 2.831 1.524
C 0.302 3.874 2.388
N 0.516 3.817 3.703
C 1.040 2.659 4.262
C 0.169 3.102 0.093
O 0.362 4.205 -0.384
O -0.365 2.088 -0.528
H 1.537 6.745 5.096
H 1.896 6.150 3.473
H 2.484 5.269 4.880
H -0.435 5.613 4.021
H -1.070 4.148 5.832
H -0.251 5.553 6.500
H 0.508 3.323 7.492
H 1.812 4.287 6.838
H 2.050 1.358 7.223
H 2.184 -0.397 3.344
H -0.047 4.824 2.002
C -6.343 -2.191 0.110
C -4.957 -1.927 -0.386
C -4.544 -2.305 -1.666
C -3.237 -2.034 -2.006
N -2.398 -1.432 -1.167
C -2.889 -1.087 0.036
S -1.755 -0.258 1.054
N -4.127 -1.323 0.459
H -7.008 -2.506 -0.691
H -6.739 -1.296 0.585
H -6.314 -2.973 0.869
H -5.217 -2.785 -2.359
H -2.842 -2.296 -2.983
```

C43H53BN4O5P2STi | ωB97M-V with the def2-TZVPD basis set

total charge = -1
orbital gap (spin up / spin down) = 6.481 / 6.775 eV
2S+1 = 2
HOMO level (spin up / spin down) = -4.0 / -4.3 eV
F_max = 0.61 eV Å⁻¹
total energy = -4220.915454 Ha

Structure (XYZ):
```
110
C43H53BN4O5P2STi ωB97M-V with the def2-TZVPD basis set
Ti -0.475 0.700 0.753
C 2.878 1.701 -1.626
C 2.344 2.998 -1.013
C 2.995 3.307 0.335
P 0.515 2.824 -0.789
C -0.086 4.572 -0.597
C -1.610 4.574 -0.479
C 0.368 5.639 -1.592
C -0.005 2.185 -2.401
C 0.148 2.908 -3.585
C -0.162 2.395 -4.833
C -0.024 3.216 -6.087
C -0.622 1.078 -4.866
C -0.754 0.320 -3.724
C -0.435 0.830 -2.438
N -0.464 0.053 -1.310
C -1.097 -1.212 -1.427
C -2.478 -1.288 -1.618
C -3.144 -2.498 -1.571
C -2.450 -3.678 -1.326
C -3.166 -4.991 -1.156
C -1.071 -3.605 -1.179
C -0.372 -2.400 -1.243
P 1.425 -2.225 -0.940
C 2.015 -1.890 -2.682
C 3.542 -1.846 -2.734
C 1.449 -2.715 -3.836
C 1.945 -3.960 -0.480
C 3.222 -3.876 0.361
C 2.101 -5.023 -1.566
H 3.963 1.641 -1.505
H 2.422 0.827 -1.154
H 2.647 1.646 -2.690
H 2.547 3.816 -1.711
H 2.731 2.546 1.072
H 4.084 3.332 0.242
H 2.672 4.274 0.727
H 0.323 4.835 0.386
H -2.071 4.150 -1.375
H -1.941 3.991 0.378
H -1.979 5.596 -0.358
H -0.176 5.555 -2.533
H 0.152 6.630 -1.183
H 1.437 5.598 -1.807
H 0.547 3.914 -3.533
H 0.605 4.091 -5.914
H 0.428 2.637 -6.896
H -0.992 3.575 -6.448
H -0.869 0.624 -5.822
H -1.089 -0.704 -3.812
H -3.025 -0.363 -1.748
H -4.223 -2.523 -1.685
H -4.161 -4.960 -1.604
H -2.611 -5.810 -1.617
H -3.285 -5.227 -0.095
H -0.541 -4.528 -0.978
H 1.654 -0.865 -2.813
H 3.972 -2.847 -2.642
H 3.883 -1.430 -3.686
H 3.954 -1.231 -1.931
H 1.913 -3.700 -3.897
H 0.371 -2.853 -3.741
H 1.638 -2.203 -4.785
H 1.141 -4.261 0.199
H 4.063 -3.504 -0.230
H 3.090 -3.205 1.210
H 3.497 -4.865 0.741
H 2.976 -4.816 -2.186
H 2.255 -6.006 -1.109
H 1.236 -5.088 -2.225
O 1.321 0.384 1.424
N 2.329 0.080 2.230
C 3.505 -0.186 1.612
C 4.629 -0.510 2.306
C 4.533 -0.583 3.709
C 3.340 -0.341 4.316
C 2.148 -0.004 3.599
S 0.680 0.275 4.332
H 3.452 -0.131 0.538
H 5.546 -0.716 1.773
H 5.401 -0.838 4.305
H 3.231 -0.399 5.388
O -1.254 1.837 2.301
N -2.449 2.234 2.266
N -3.017 1.936 1.156
O -2.331 1.339 0.200
C -4.352 2.336 0.894
C -5.138 2.892 1.899
C -6.432 3.279 1.600
C -6.946 3.112 0.320
C -6.151 2.552 -0.668
C -4.850 2.159 -0.389
H -4.732 3.010 2.892
H -7.048 3.709 2.379
H -7.961 3.414 0.097
H -6.541 2.414 -1.668
H -4.211 1.721 -1.141
O -2.664 -1.595 1.816
B -1.293 -1.272 1.592
O -0.543 -2.450 1.890
C -1.429 -3.422 2.225
C -1.190 -4.738 2.551
C -2.301 -5.535 2.843
C -3.589 -5.017 2.804
C -3.820 -3.679 2.467
C -2.720 -2.904 2.181
H -0.181 -5.129 2.584
H -2.153 -6.575 3.106
H -4.430 -5.659 3.036
H -4.819 -3.264 2.428
```